The following is a DFT calculation (ωB97M-V with the def2-TZVPD basis set) of a cluster of 2 separate species, C3H6ClP in total.

Geometry as XYZ:
```
11
Properties=species:S:1:pos:R:3:mulliken_charge:R:1
C 0.51813 -1.14844 0.86178 0.2507
C -0.54561 0.59123 -0.48537 -1.4843
C 0.72047 -0.15389 -0.13095 -0.3608
P -1.00293 -1.62949 1.44834 -0.0398
Cl 1.94918 -1.92352 1.43580 -0.1912
H -1.01143 -0.13380 -1.02015 0.4673
H -0.32150 1.48260 -1.11880 0.3254
H -0.96650 1.07771 0.38604 0.3917
H 1.40549 -0.39589 -0.87104 0.4017
H 1.93504 0.67706 0.23382 0.2737
H -0.50513 -2.66037 2.14745 -0.0344
```

The LUMO energy is -0.0112 hartree. As for the spin multiplicity: 1. As for the orbital gap: 8.5 eV. The HOMO energy comes out at -0.3243 Eh. The calculation puts the electronic energy at -919.32826 Eh.

The following is a DFT calculation (ωB97M-V with the def2-TZVPD basis set) of an isolated molecule of C3H6ClPS2.

Geometry as XYZ:
```
13
Properties=species:S:1:pos:R:3:mulliken_charge:R:1
C -0.87655 -1.06865 -0.47310 -1.0097
C 0.04852 -0.77790 0.65245 0.1576
C 0.55618 0.71308 0.53754 -1.1888
P -0.73096 -4.25882 -0.19715 0.1884
S -1.88927 -2.55318 -0.11593 -0.0827
S 1.46087 -1.90612 0.72545 -0.1293
Cl 0.31721 -3.99748 -1.87269 -0.1411
H -1.71839 -0.44634 -0.48912 0.3337
H -0.34991 -1.34113 -1.33640 0.4886
H -0.41603 -0.84016 1.60380 0.3544
H -0.21354 1.37030 0.99147 0.2955
H 0.76772 0.68916 -0.59724 0.3611
H 1.30165 0.86795 1.33275 0.3724
```

The LUMO energy (spin up / spin down) is -0.0517 / -0.0718 hartree. As for the spin multiplicity: 1. As for the orbital gap (spin up / spin down): 7.6 / 6.1 eV. The HOMO energy (spin up / spin down) comes out at -0.3325 / -0.2960 Eh. The calculation puts the electronic energy at -1715.76402 Eh.

The following is a DFT calculation (ωB97M-V with the def2-TZVPD basis set) of a structure of composition C3H6CuO4.

Geometry as XYZ:
```
14
Properties=species:S:1:pos:R:3:mulliken_charge:R:1
C 1.23980 1.23256 1.73676 -0.9798
C 0.45551 0.09487 1.20850 -0.1277
O 0.23672 0.24981 -0.17630 -0.2836
C -0.54381 -0.80917 -0.83339 0.9163
O -0.08946 -1.97858 -0.72301 -0.7842
O -0.51317 -0.26896 -2.18853 -0.5158
Cu 0.09652 1.66326 -1.82136 0.5863
H 1.16407 1.49314 2.79264 0.3091
H 2.00340 1.70969 1.12011 0.2882
H -0.50339 -0.00761 1.74553 0.2803
H 1.00235 -0.85983 1.35353 0.3107
H -0.23472 -0.96016 -2.79282 0.2591
O -1.86844 -0.59292 -0.37440 -0.5594
H -2.44539 -0.96609 -1.04727 0.3006
```

The LUMO energy (spin up / spin down) is -0.0592 / -0.0609 hartree. As for the spin multiplicity: 2. As for the orbital gap (spin up / spin down): 6.6 / 6.8 eV. The HOMO energy (spin up / spin down) comes out at -0.3012 / -0.3107 Eh. The expectation value of S² is 0.75. The calculation puts the electronic energy at -2059.21471 Eh.

The following is a DFT calculation (ωB97M-V with the def2-TZVPD basis set) of an isolated molecule of C3H6F2N2.

Geometry as XYZ:
```
13
Properties=species:S:1:pos:R:3:mulliken_charge:R:1
C 0.08488 -0.41443 -0.85838 -0.4624
C 0.88999 0.20943 0.31145 -0.4205
C 0.08015 1.03039 -0.63544 0.7348
H -1.78343 -0.51275 -0.08683 0.3323
H -1.00224 -2.07850 -0.41268 0.2752
H 0.83503 -0.76043 -1.55256 0.3786
H 1.93770 0.28661 0.17982 0.4048
H -0.47754 0.66278 1.69133 0.2903
H 0.40095 -0.79411 2.07944 0.2350
N -1.14901 -1.13172 -0.84103 -0.5895
N 0.42728 0.17238 1.63340 -0.5695
F 0.82406 1.88279 -1.37117 -0.2947
F -1.06783 1.44755 -0.13736 -0.3143
```

The LUMO energy is 0.0278 hartree. As for the spin multiplicity: 1. As for the orbital gap: 9.6 eV. The HOMO energy comes out at -0.3250 Eh. The calculation puts the electronic energy at -427.07998 Eh.

The following is a DFT calculation (ωB97M-V with the def2-TZVPD basis set) of an isolated molecule of C3H6F3P.

Geometry as XYZ:
```
13
Properties=species:S:1:pos:R:3:mulliken_charge:R:1
C -2.12492 -0.34215 -0.65169 -0.2881
C 1.32384 -0.14147 1.29379 -0.9850
C 0.49454 0.80539 0.38124 -0.4407
F -2.81885 -1.22384 -1.44889 -0.2332
F 0.42668 0.53623 -2.29439 -0.3593
F 0.23725 -1.51027 -1.16247 -0.2942
P -0.45201 -0.07306 -0.96199 0.8294
H -2.84003 0.57792 -0.59187 0.2264
H 1.59382 -1.05377 0.77133 0.2749
H 0.99672 -0.60179 2.32808 0.2882
H 2.27152 0.33087 1.53947 0.3223
H -0.26796 1.24270 1.06334 0.3243
H 1.15938 1.45323 -0.26595 0.3351
```

The LUMO energy is 0.0260 hartree. As for the spin multiplicity: 1. As for the orbital gap: 9.6 eV. The HOMO energy comes out at -0.3275 Eh. The calculation puts the electronic energy at -758.82346 Eh.

The following is a DFT calculation (ωB97M-V with the def2-TZVPD basis set) of a structure of composition C3H6F5N4P3.

Geometry as XYZ:
```
21
Properties=species:S:1:pos:R:3:mulliken_charge:R:1
C 0.46724 -0.18278 1.73584 -0.3317
C 1.10048 -1.32128 1.01153 0.6952
C 2.04652 -2.27244 1.68636 -1.6950
N 0.18686 2.18662 -1.25771 -0.3410
N -0.55877 -0.38145 -1.53821 -0.3446
N -2.52889 1.51407 -1.10214 -0.3172
N 1.51888 0.06044 0.81497 -0.5265
F 1.74192 0.35921 -2.02269 -0.2753
F -1.59619 3.44970 0.17186 -0.2781
F -1.55873 3.71397 -2.22602 -0.2196
F -3.02274 -0.86342 -0.67549 -0.2876
F -2.67411 -0.45596 -2.96872 -0.2581
P 0.56779 0.66334 -1.01747 0.7009
P -1.34081 2.60686 -1.17113 0.7994
P -2.07384 0.07944 -1.58725 0.7875
H -0.59693 0.16990 1.61292 0.1847
H 0.82378 0.02324 2.83191 0.2420
H 0.39929 -1.75656 0.14096 0.2842
H 2.67909 -2.89122 1.06298 0.3840
H 1.56446 -2.89163 2.33053 0.3549
H 2.85470 -1.81008 2.16697 0.4418
```

The LUMO energy is -0.0090 hartree. As for the spin multiplicity: 1. As for the orbital gap: 10.1 eV. The HOMO energy comes out at -0.3801 Eh. The calculation puts the electronic energy at -1860.54954 Eh.

What did the second record say?
The following is a DFT calculation (ωB97M-V with the def2-TZVPD basis set) of an isolated molecule of C3H6ClPS2.

Geometry as XYZ:
```
13
Properties=species:S:1:pos:R:3:mulliken_charge:R:1
C -0.87655 -1.06865 -0.47310 -1.0097
C 0.04852 -0.77790 0.65245 0.1576
C 0.55618 0.71308 0.53754 -1.1888
P -0.73096 -4.25882 -0.19715 0.1884
S -1.88927 -2.55318 -0.11593 -0.0827
S 1.46087 -1.90612 0.72545 -0.1293
Cl 0.31721 -3.99748 -1.87269 -0.1411
H -1.71839 -0.44634 -0.48912 0.3337
H -0.34991 -1.34113 -1.33640 0.4886
H -0.41603 -0.84016 1.60380 0.3544
H -0.21354 1.37030 0.99147 0.2955
H 0.76772 0.68916 -0.59724 0.3611
H 1.30165 0.86795 1.33275 0.3724
```

The LUMO energy (spin up / spin down) is -0.0517 / -0.0718 hartree. As for the spin multiplicity: 1. As for the orbital gap (spin up / spin down): 7.6 / 6.1 eV. The HOMO energy (spin up / spin down) comes out at -0.3325 / -0.2960 Eh. The calculation puts the electronic energy at -1715.76402 Eh.